The following is a quantum chemistry calculation of a 2-piece molecular cluster, CH3FO2S overall, from the OMol25 dataset.

Cartesian coordinates (Å):
S  -1.08635  -0.14559  0.10459
F  -1.35258  1.48867  0.12390
O  -1.70271  -0.61339  1.25739
O  -1.56922  -0.68205  -1.15533
C  1.34774  0.01982  -0.11001
H  1.42526  -0.78762  -0.78468
H  1.27578  1.00619  -0.33827
H  1.66207  -0.28602  0.90241

Forces on the atoms, in the same order (eV/Å):
2.3815 1.0887 -3.9260
0.3130 -1.3086 -0.2549
-0.6229 -0.7571 2.8209
0.8170 1.0667 0.9839
-3.2274 -3.0111 3.0226
0.1752 -0.2766 -1.1587
0.2771 2.6201 -0.9577
-0.1134 0.5779 -0.5300

Results
E   -688.344245 a.u.
Orbital gap   9.4183 eV
Maximum force   5.35 eV/A
Energy relative to the best compared isomer or geometry (same formula, charge and spin)   39.3 kcal per mole
Multiplicity   1

natural (NBO) atomic charge list, values in e, 2 entries: S 2.138; F -0.515

---

The following is a quantum chemistry calculation of a 2-piece molecular cluster, C7H19N3 overall, from the OMol25 dataset.

Cartesian coordinates (Å):
N  2.43675  -0.33512  0.55944
N  -2.93802  1.62389  0.48260
N  -2.98377  -0.56448  -0.34332
C  -2.42649  0.60719  -0.17903
C  -4.35554  -0.86510  0.06397
C  1.33719  0.63828  0.13814
C  1.19581  0.75009  -1.33871
C  2.00395  -1.83453  0.55901
C  0.70480  1.53823  0.87667
C  3.73320  -0.14397  -0.11898
H  2.45348  -0.04932  1.57849
H  1.22312  -1.95475  1.29477
H  1.60058  -1.91050  -0.38537
H  2.75797  -2.55123  0.51936
H  -3.79059  1.42077  1.00583
H  -4.52284  -1.81998  -0.53312
H  3.61956  -0.55337  -1.05417
H  -2.41552  -1.05991  -1.00939
H  -2.52705  2.52262  0.46676
H  -4.60490  -0.89042  1.20039
H  4.41603  -0.68269  0.54881
H  -1.55948  0.72236  -0.66851
H  -4.84224  0.00747  -0.43880
H  0.89980  1.66929  1.88108
H  0.64870  1.59789  -1.75325
H  2.06856  0.64173  -1.78192
H  0.68638  -0.07825  -1.66776
H  0.06379  2.28451  0.44158
H  4.03224  0.96402  -0.35912

Forces on the atoms, in the same order (eV/Å):
-2.2505 1.0552 3.2178
-0.9487 -2.1248 0.1858
1.5555 1.3395 1.0232
-2.8808 0.0278 1.3444
-0.4771 -0.3302 -1.0674
0.1345 1.0240 -1.8492
-2.9516 0.6058 1.8380
-1.0991 2.6939 0.1468
0.9067 -0.9750 -0.3178
1.0311 2.5157 1.4851
0.9392 -0.6234 -1.1397
0.1747 -0.2005 0.3284
-1.4011 -0.3964 -2.1375
1.8638 -0.6729 0.8938
0.2842 0.7927 -0.0828
-0.7135 1.1884 1.3871
0.1563 -1.4918 -2.0654
-0.6622 -1.1729 0.0472
0.2595 0.8353 0.1584
0.8703 -0.2594 -2.0737
0.3851 0.3819 -0.7284
3.1402 0.7424 -1.6073
-0.7999 -1.0500 0.6463
0.1639 0.0737 2.2654
0.3230 0.2293 0.5622
4.2350 0.0952 -2.2700
-1.5271 -2.2837 -1.0631
-0.0011 -0.0589 -0.3533
-0.7103 -1.9611 1.2257

Results
E   -441.698578 a.u.
Total charge   +2
Orbital gap   11.6600 eV
Maximum force   4.81 eV/A
Energy relative to the best compared isomer or geometry (same formula, charge and spin)   30.3 kcal per mole
Multiplicity   1

natural (NBO) atomic charge list, values in e, 2 entries: N -0.374; N -0.712

---

The following is a quantum chemistry calculation of one molecule with the formula C16H20N4O6, from the OMol25 dataset.

Cartesian coordinates (Å):
O  -0.64277  -5.21639  3.87432
O  -0.83921  1.39789  -4.31059
O  -2.75347  -3.44809  3.31316
O  1.15686  0.58539  -4.65279
O  0.49380  2.05767  1.78666
O  2.52869  1.39721  1.36099
N  -1.21763  -0.82301  -0.77468
N  0.17863  0.77596  -3.94641
N  1.29369  1.37319  1.12189
N  0.87894  -1.70865  -1.14198
C  -0.50883  -2.12473  -0.85345
C  2.30024  1.62645  -1.87024
C  -1.24157  -0.13449  -2.08393
C  1.52707  -0.79768  -0.13880
C  0.95795  -1.10576  -2.49430
C  0.40319  -3.95053  0.65320
C  0.77407  0.53715  -0.03636
C  -0.55689  -2.98105  0.42986
C  0.38528  -4.69028  1.84679
C  -1.61056  -2.83590  1.32602
C  0.20557  0.24156  -2.53770
C  0.83687  1.22575  -1.45806
C  0.09093  2.56761  -1.42609
C  -0.64751  -4.49140  2.75323
C  -1.65485  -3.60226  2.50171
C  -0.69408  0.08694  0.29692
H  -2.45696  -2.15963  1.14666
H  -1.00954  2.43439  -1.29280
H  -1.86636  0.75308  -2.07097
H  0.49568  -1.86183  -3.20234
H  1.22886  -4.07789  -0.05495
H  -1.31906  0.96345  0.39207
H  0.22561  3.11783  -2.36303
H  2.90518  0.75729  -2.00918
H  2.77142  2.23973  -1.07456
H  2.28074  2.18538  -2.80167
H  1.24230  -5.35136  2.06304
H  2.55367  -0.66371  -0.41199
H  -0.73951  -0.39013  1.26663
H  0.47931  3.19250  -0.60382
H  -0.92962  -2.71329  -1.67312
H  2.00633  -1.00734  -2.80347
H  0.21085  -5.66893  3.94615
H  1.55705  -1.27825  0.83908
H  -2.60377  -4.01762  4.10268
H  -1.70809  -0.85406  -2.79556

Forces on the atoms, in the same order (eV/Å):
-0.2559 -0.7090 1.7093
1.6565 -1.0970 0.7255
0.8255 -0.7906 0.7803
-0.6832 0.0386 0.5695
1.0063 -1.5604 -1.4791
-2.6211 -0.5894 -0.9489
-1.1072 0.6892 0.7724
-0.7230 1.2979 -0.6523
1.4932 1.9385 1.2922
1.3236 -0.1974 -0.6999
1.0920 1.9705 1.1956
-0.6606 -0.0514 0.9793
-0.0215 -0.7709 -0.1179
-0.6484 -0.8209 0.0496
0.1196 -1.1620 -0.3770
0.8677 -0.3202 0.5537
-1.0810 -1.7401 -0.7205
-0.8302 0.7282 -0.6681
0.3291 0.8700 -1.3097
-0.3142 -0.2708 0.5453
-0.5793 -1.3723 1.6458
0.7919 1.8029 -0.5518
-1.0716 0.0235 0.2196
1.5767 -0.6276 -0.8345
-1.2095 1.1244 -1.0598
0.2395 0.0814 -1.1060
0.5449 -0.1872 -0.0167
0.8555 0.2666 0.0616
-0.1422 -0.0793 0.2539
0.4036 1.0257 0.6119
-0.3551 0.0826 0.2754
-0.3532 0.1319 -0.2682
0.0315 -0.1376 0.1425
0.5679 -0.4686 -0.1538
-0.3545 -0.2829 -0.4961
-0.0165 0.0542 -0.0031
-0.7201 0.1722 -0.0018
0.5448 0.1015 -0.3688
0.2190 -0.3202 0.1018
-0.2279 -0.2229 -0.3415
0.2445 0.2620 -0.1621
-0.2666 0.0447 0.1848
-0.4164 0.0826 0.0871
-0.2280 -0.1475 0.0098
-0.2762 0.5463 -0.6478
0.4300 0.5908 0.2188

Results
E   -1291.960386 a.u.
Orbital gap   8.0351 eV
SMILES string   CC1(C)[C@]2([N+](=O)[O-])CN3C[C@@]1([N+](=O)[O-])CN(C2)[C@H]3c1ccc(O)c(O)c1
Maximum force   2.85 eV/A
Energy relative to the best compared isomer or geometry (same formula, charge and spin)   176.3 kcal per mole
Multiplicity   1

natural (NBO) atomic charge list, values in e, 2 entries: O -0.676; O -0.376

---

The following is a quantum chemistry calculation of C8H12ClLiN6O2 as an isolated structure, from the OMol25 dataset.

Cartesian coordinates (Å):
Cl  1.26298  2.92649  1.00986
O  -1.12292  1.79619  -0.02824
O  -2.22662  3.68509  -0.46044
N  2.21368  -1.23671  -1.95994
N  1.70118  -0.21641  -0.08164
N  -0.92262  -1.44711  -0.04734
N  -0.44252  -0.16301  2.56386
N  -0.45332  -2.63681  -1.83764
N  -1.79192  0.29819  2.71296
C  -1.29182  3.03649  -0.02474
C  2.94768  0.15399  -0.45154
C  -0.01112  -1.69091  -0.95974
C  1.26678  -1.05071  -0.99984
C  -0.16212  3.88409  0.66796
C  -1.98362  -2.22861  -0.34194
C  -1.71422  -2.98551  -1.44874
C  3.28848  -0.46861  -1.61804
Li  0.11828  0.81939  0.71526
H  0.03798  -3.01541  -2.62954
H  2.14108  -1.79301  -2.79374
H  4.17568  -0.42961  -2.21374
H  -2.28552  -3.72251  -1.97424
H  -0.55012  4.26269  1.61396
H  0.12888  4.71619  0.02876
H  -2.43282  -0.49231  2.82556
H  -0.41132  -1.01071  1.99386
H  3.53658  0.81939  0.14496
H  -2.04392  0.77329  1.84976
H  -2.87402  -2.18541  0.25196
H  -0.09862  -0.39801  3.49236

Forces on the atoms, in the same order (eV/Å):
1.0712 -0.2144 0.3745
-0.2758 -0.8648 -0.1166
-0.2523 0.3199 -0.1037
-0.3484 -0.1041 0.0612
-0.7775 -0.2101 0.0809
0.6731 0.4951 0.0164
0.0743 -0.2946 0.0576
0.3098 0.2320 0.0099
-0.3772 -0.2855 0.0104
0.3485 0.9486 0.2336
0.5391 -0.1566 -0.4377
-0.7926 -0.5163 -0.0570
0.8589 0.1598 -0.1697
-1.1494 0.3047 -0.4224
-0.2188 -0.4104 -0.3489
-0.3699 -0.0287 0.1996
0.3251 0.2992 0.2529
0.3000 -0.4059 0.5008
-0.0679 0.0204 0.0656
-0.0081 0.0291 0.0410
0.1746 0.0012 -0.1256
-0.1246 -0.0956 -0.0959
0.0653 0.0112 -0.1072
-0.0756 -0.0899 0.0791
0.1986 0.2880 -0.0677
-0.0385 0.1115 0.1841
0.1086 0.2177 0.0568
0.0008 0.0593 0.0571
-0.2222 -0.1114 0.0395
0.0509 0.2906 -0.2687

Results
E   -1258.881209 a.u.
Orbital gap   8.0605 eV
Maximum force   1.26 eV/A
Multiplicity   1

natural (NBO) atomic charge list, values in e, 2 entries: Cl -0.078; O -0.872